Below is a structure of composition C9H11CrO18, with properties calculated with ωB97M-V with the def2-TZVPD basis set.

Output
Expectation value of S²   8.7561
Spin multiplicity   6
Calculated total energy   -74781.0378 eV
Frontier orbital gap (alpha / beta)   0.1033 / 0.2121 Ha
HOMO energy (alpha / beta)   6.11 / 3.13 eV
Charge   -4

Geometry as XYZ:
```
39
Properties=species:S:1:pos:R:3:forces:R:3
Cr -1.4430 0.3011 -0.0590 -0.727 -0.970 0.705
O -2.9875 -3.4823 -1.6113 0.167 -0.514 -0.801
C -2.5261 -2.1889 -1.6997 -0.780 5.025 1.026
O -2.9180 -1.3631 -2.5630 -0.048 -3.103 -1.206
O -1.9029 -1.7641 -0.7036 1.278 -0.633 1.059
H -3.4578 -3.5308 -2.4468 -0.328 -0.211 -0.209
O -1.5549 2.5760 -3.7887 3.749 3.993 -2.378
C -2.1202 1.7361 -2.9987 -1.343 -2.353 5.533
O -1.7630 1.5679 -1.8178 2.224 0.147 0.758
O -3.1535 1.3285 -3.4457 -4.423 -1.909 -2.339
H -2.3900 2.6851 -4.2495 -0.012 0.523 -1.519
O 0.2291 3.4553 2.3709 0.346 0.698 0.157
C -0.4452 2.2699 2.3153 -2.127 -3.374 0.848
O -0.8806 1.7098 3.3198 0.710 1.425 0.766
O -0.5876 1.8224 1.1441 0.466 0.855 -1.626
H 0.3010 3.5273 1.4163 0.522 0.688 -0.593
O -5.5457 0.2682 1.3730 -1.351 0.161 0.790
C -4.3365 0.3606 0.7399 3.435 -0.888 -2.555
O -4.3324 0.2861 -0.4799 -2.551 0.283 -1.324
O -3.2148 0.4082 1.3016 -0.688 0.430 3.117
H -5.4838 0.1532 2.3241 0.805 0.100 0.053
O 1.6001 -1.6166 2.2925 -1.272 -0.553 0.708
C 0.2100 -1.8480 2.2065 -5.444 -0.082 -4.222
O -0.3310 -3.0011 2.1439 3.553 -1.356 2.272
O -0.5912 -0.9590 1.8107 2.685 2.054 1.033
H 1.8537 -2.5424 2.2781 0.638 -0.339 0.023
C 5.0068 -1.1652 -0.1387 0.339 -0.349 0.174
C 3.7388 -0.5096 0.3871 0.147 -1.134 -1.206
C 3.6941 0.9456 0.1266 0.934 2.253 1.254
O 2.3834 1.2254 -0.3344 0.490 1.484 0.974
C 1.7600 0.1127 -0.6238 0.847 -2.188 -1.156
O 0.7037 0.0443 -1.1702 0.433 -0.493 0.554
O 2.6740 -0.9566 -0.4264 -2.427 0.417 -0.831
H 5.9266 -0.7377 0.2605 -0.001 0.283 0.068
H 5.0215 -1.0707 -1.2245 0.092 0.350 -0.048
H 5.1281 -2.2402 -0.0053 -0.393 -0.090 0.438
H 3.3874 -0.7014 1.4009 0.727 -0.163 0.178
H 4.4120 1.4728 -0.5017 0.083 -0.908 -0.850
H 3.9357 1.4215 1.0770 -0.754 0.438 0.372
```
Forces are in eV/Å.

***

Below is a structure of composition C16H45N4O5Sr, with properties calculated with ωB97M-V with the def2-TZVPD basis set.

Output
Relative energy (zero: lowest compared OMol25 entry of this formula, charge and spin)   5.4968 eV
Calculated total energy   -34340.9392 eV
Frontier orbital gap   0.1385 Ha
HOMO energy   -10.25 eV
Charge   +1

Geometry as XYZ:
```
71
Properties=species:S:1:pos:R:3:forces:R:3
Sr 2.4257 -1.0923 2.5687 -0.659 1.069 -1.103
O -0.1624 1.0000 0.4193 0.282 -0.624 0.322
H -0.5180 1.8489 0.0914 0.625 -0.336 0.501
C -4.2498 -2.8491 -0.6806 -0.631 -1.384 0.361
C -4.9088 -2.2588 0.5621 0.384 0.363 -0.549
C -4.2277 -2.6499 1.8543 -0.126 -1.197 0.194
O -4.3392 -4.0799 2.0821 -0.983 0.784 0.339
C -5.6448 -4.4261 2.6235 1.059 -0.604 0.084
N -4.8779 -0.8165 0.3923 0.045 0.596 0.287
H -3.2372 -2.5021 -0.8864 0.065 0.126 0.368
H -4.8573 -2.6211 -1.5564 -0.053 0.016 -0.040
H -4.2569 -3.9316 -0.5527 0.293 -0.192 -0.352
H -5.9499 -2.5738 0.6324 -0.065 -0.104 -0.180
H -4.6241 -2.1331 2.7283 -0.290 0.257 -0.074
H -3.1683 -2.3974 1.8086 0.233 -0.205 -0.112
H -5.5946 -5.4801 2.8969 0.126 -0.069 -0.257
H -6.4767 -4.3123 1.9285 0.140 0.287 -0.122
H -5.8461 -3.9229 3.5693 0.008 0.492 -0.107
H -4.9090 -0.6872 -0.6089 -0.508 0.455 -0.219
H -3.9190 -0.5519 0.5673 0.357 0.427 0.379
C -2.5761 5.1447 2.5507 -2.336 0.074 -0.076
C -2.3243 4.4457 3.8417 0.660 -0.973 0.724
C -3.4105 3.4854 4.4236 0.303 0.138 0.050
O -3.1829 3.3713 5.8243 0.461 0.286 0.512
C -4.1995 2.7555 6.5673 -1.341 -0.318 -0.336
N -1.0239 3.7727 3.6745 0.078 -0.219 1.188
H -1.8816 5.9626 2.3588 0.079 -0.256 -0.030
H -3.5782 5.5574 2.6678 -0.170 0.539 -0.524
H -2.6425 4.4227 1.7368 0.289 0.160 -0.222
H -2.2583 5.2031 4.6227 0.329 0.001 0.170
H -3.4124 2.4624 4.0475 0.323 -0.093 -0.632
H -4.4073 3.8718 4.2115 -0.174 0.339 0.084
H -5.0261 3.4186 6.8222 0.054 0.618 -0.036
H -3.9181 2.2958 7.5147 0.891 0.260 -0.172
H -4.7134 1.9693 6.0143 0.214 -0.371 -0.379
H -0.4346 4.4537 3.2172 0.345 -0.196 -0.104
H -1.1464 2.9976 3.0386 0.054 -0.093 -0.283
C 5.6126 1.7287 -0.6989 -0.401 0.179 1.563
C 6.5199 0.5136 -0.6017 1.486 1.421 -1.156
C 7.7607 0.7284 0.3379 0.093 -0.957 -1.165
O 8.7605 -0.3077 0.1568 -0.575 0.324 0.599
C 9.8196 -0.2411 1.1215 0.409 0.008 -0.543
N 5.7536 -0.6630 -0.2968 -0.628 -1.027 0.429
H 5.9878 2.6300 -1.1837 0.371 -0.373 -0.129
H 5.3986 2.0074 0.3329 -0.404 0.373 0.183
H 4.6616 1.4588 -1.1581 0.044 -0.006 -0.147
H 6.8129 0.4218 -1.6476 1.083 -0.244 -0.038
H 7.4322 0.7286 1.3773 -0.120 0.204 0.184
H 8.2728 1.6503 0.0626 -0.381 0.396 0.213
H 10.7003 -0.7109 0.6835 -0.231 -0.306 -0.111
H 9.6142 -0.7322 2.0726 -0.441 -0.133 -0.023
H 10.1747 0.7639 1.3496 -0.453 0.412 -0.130
H 5.0875 -0.7395 -1.0521 -0.640 0.148 -0.057
H 6.3507 -1.4374 -0.5495 0.405 -0.494 0.588
C 1.3601 0.1573 -5.5643 -0.416 0.411 -0.372
C 0.5753 -1.0458 -5.1695 0.507 -1.234 1.024
C 0.9132 -2.2517 -6.0468 -1.190 0.347 -0.373
O 0.0226 -3.3429 -5.8880 0.232 0.057 0.767
C -1.3180 -3.1370 -6.2542 0.077 -0.313 -1.349
N 0.8269 -1.3860 -3.7501 0.013 0.257 0.127
H 1.1501 0.3388 -6.6184 0.237 0.148 -0.120
H 2.4356 0.0741 -5.4075 -0.118 0.184 0.227
H 0.8425 0.9519 -5.0269 0.874 0.571 0.116
H -0.4538 -0.6915 -5.2277 -0.420 -0.659 -0.709
H 1.9128 -2.6652 -5.9135 0.000 0.273 0.463
H 0.8673 -1.8852 -7.0723 -0.088 -0.081 -0.434
H -1.9392 -2.4441 -5.6866 0.252 -0.187 0.746
H -1.7382 -4.1395 -6.3357 -0.315 0.169 0.441
H -1.3763 -2.7434 -7.2690 0.170 0.170 -0.387
H 0.2084 -2.1252 -3.4483 -0.033 -0.574 -0.341
H 0.4690 -0.6172 -3.2014 0.237 0.479 0.262
```
Forces are in eV/Å.

***

Below is a structure of composition C29H30N3O7PSSeTi, with properties calculated with ωB97M-V with the def2-TZVPD basis set.

Output
Relative energy (zero: lowest compared OMol25 entry of this formula, charge and spin)   1.1972 eV
Calculated total energy   -157951.4733 eV
Frontier orbital gap   0.2197 Ha
HOMO energy   -7.82 eV

Geometry as XYZ:
```
73
Properties=species:S:1:pos:R:3:forces:R:3
Ti 0.6827 0.3224 -0.5331 0.840 0.818 0.421
O -3.4865 -1.6830 -3.0037 -0.039 0.027 -0.021
C -3.6062 -0.3689 -3.2285 0.096 0.013 0.001
C -4.8355 0.0880 -3.7052 -0.096 -0.017 -0.038
C -5.0233 1.4225 -3.9922 0.015 -0.016 0.000
C -3.9946 2.3484 -3.8034 -0.004 0.046 0.003
C -2.7887 1.9137 -3.3028 -0.044 -0.077 -0.102
C -2.5754 0.5616 -3.0039 0.012 0.097 0.046
C -1.2978 0.1632 -2.4225 0.150 -0.326 -0.238
O -0.4982 1.0749 -1.8837 -0.691 -0.350 0.175
N -0.9341 -1.0906 -2.4269 0.046 -0.101 -0.251
N 0.3576 -1.1460 -1.8872 -0.339 -0.465 -0.371
C 1.2491 -1.8584 -2.4726 0.008 0.141 -0.063
C 2.6610 -1.5546 -2.3364 -0.176 0.097 0.007
C 3.6250 -2.4448 -2.8192 -0.092 -0.065 -0.003
C 4.9528 -2.0842 -2.8842 0.077 0.045 0.004
C 5.3276 -0.7897 -2.5259 0.021 -0.078 -0.041
C 4.3897 0.1185 -2.0763 -0.009 0.207 0.180
C 3.0630 -0.2616 -1.9331 0.101 -0.200 -0.204
O 2.1659 0.6190 -1.4284 1.177 0.147 -0.276
H -2.5717 -1.8846 -2.7328 0.029 -0.009 0.035
H -5.6247 -0.6402 -3.8459 0.038 0.044 -0.003
H -5.9805 1.7512 -4.3788 0.026 -0.005 0.035
H -4.1441 3.3931 -4.0415 0.003 -0.031 -0.008
H -1.9715 2.6076 -3.1497 -0.021 0.021 -0.018
H 0.9228 -2.5856 -3.2110 -0.006 0.006 -0.076
H 3.3045 -3.4317 -3.1332 0.033 0.032 -0.006
H 5.6952 -2.7908 -3.2310 -0.033 0.023 0.001
H 6.3648 -0.4854 -2.6000 -0.050 -0.020 0.001
H 4.6714 1.1239 -1.7925 0.006 -0.033 0.014
C -1.0498 2.2801 3.1492 -0.072 -0.031 -0.122
P 0.1210 1.0267 2.6612 0.046 0.020 0.149
C 1.6128 1.3358 3.6023 0.026 0.046 -0.059
C -0.5143 -0.5542 3.1919 0.049 0.083 0.219
O 0.4641 1.1858 1.1396 -0.249 0.476 0.381
H -1.0583 2.3212 4.2414 -0.019 0.005 -0.072
H -2.0434 1.9975 2.8011 -0.016 0.032 -0.058
H -0.7664 3.2443 2.7316 -0.012 0.040 0.024
H 1.3579 1.2988 4.6636 0.015 0.009 -0.052
H 2.0242 2.3154 3.3584 0.007 -0.007 0.010
H 2.3492 0.5647 3.3822 0.023 -0.022 0.007
H 0.0667 -0.8669 4.0638 -0.014 0.000 -0.076
H -0.4062 -1.3111 2.4297 0.048 -0.094 -0.050
H -1.5669 -0.4986 3.4874 -0.081 -0.015 0.007
N -2.5184 2.2999 -0.1701 0.098 -0.172 0.247
C -3.0009 1.0895 0.3534 0.119 0.057 0.041
C -2.2556 -0.0971 0.4047 -0.124 -0.022 0.091
C -2.7224 -1.2121 1.0870 -0.117 -0.050 -0.070
C -3.9102 -1.1552 1.7922 0.260 0.200 0.512
C -4.6894 -0.0069 1.7076 -0.076 -0.065 -0.125
C -4.2573 1.0797 0.9678 -0.043 -0.065 0.044
S -4.0742 -2.2074 3.2511 -0.051 0.080 -0.077
O -3.4534 -3.4669 2.8961 0.094 -0.051 -0.079
O -3.2850 -1.4100 4.2021 -0.036 -0.078 -0.080
O -5.4849 -2.2494 3.5604 -0.085 0.002 -0.052
H -3.2432 2.9922 -0.2697 -0.072 0.009 -0.055
H -1.9770 2.2150 -1.0136 0.095 0.020 0.056
H -1.2421 -0.1971 -0.0020 -0.770 -0.003 0.005
H -2.1280 -2.1173 1.1523 0.006 0.045 0.026
H -5.6231 0.0215 2.2601 0.092 0.051 -0.016
H -4.8665 1.9768 0.9053 0.009 -0.040 0.021
Se 1.8451 -1.5324 0.7790 -0.021 -0.388 0.074
C 3.5881 -0.7711 1.1021 -0.112 0.090 0.023
C 3.8648 0.5921 1.1965 0.166 -0.184 0.030
C 5.1650 1.0307 1.4151 -0.016 -0.017 -0.004
C 6.2034 0.1203 1.5411 0.011 -0.006 -0.007
C 5.9295 -1.2385 1.4621 -0.005 -0.041 0.009
C 4.6326 -1.6820 1.2481 -0.015 -0.051 -0.039
H 3.0830 1.3241 1.1002 -0.213 0.123 -0.041
H 5.3620 2.0933 1.4927 -0.002 -0.008 -0.026
H 7.2169 0.4642 1.7053 -0.032 -0.004 0.008
H 6.7308 -1.9604 1.5689 -0.043 0.020 -0.007
H 4.4196 -2.7431 1.1867 0.052 0.035 -0.020
```
Forces are in eV/Å.

***

Below is a structure of composition C27H23Cl2IN4O4Ru, with properties calculated with ωB97M-V with the def2-TZVPD basis set.

Output
Expectation value of S²   8.7566
Relative energy (zero: lowest compared OMol25 entry of this formula, charge and spin)   0.0569 eV
Spin multiplicity   6
Calculated total energy   -78245.4569 eV
Frontier orbital gap (alpha / beta)   0.3100 / 0.2381 Ha
HOMO energy (alpha / beta)   -10.82 / -10.84 eV
Charge   +1

Geometry as XYZ:
```
62
Properties=species:S:1:pos:R:3:forces:R:3
Ru -0.6801 -0.4481 -0.3467 -0.087 0.301 -0.109
C 1.1948 -2.7575 -1.5870 -0.059 -0.131 -0.004
N 1.2885 -1.2959 -1.6627 -0.387 -0.054 0.156
C 2.5791 -0.7853 -1.1830 0.022 0.096 0.117
C 2.5638 -0.1078 0.1678 0.051 -0.027 0.072
C 3.7768 0.2276 0.7578 -0.005 -0.002 0.021
C 3.7803 0.8376 1.9980 0.008 -0.004 -0.013
C 2.5689 1.0778 2.6298 -0.030 -0.033 -0.051
C 1.4080 0.7108 1.9790 0.088 0.089 0.082
N 1.4049 0.1496 0.7641 -0.322 0.048 -0.087
C 0.9954 -0.8117 -3.0165 -0.011 -0.013 -0.095
C 0.7859 0.6746 -3.0046 0.035 0.099 -0.071
C 1.1864 1.4817 -4.0543 -0.006 -0.006 -0.028
C 0.8855 2.8346 -4.0113 0.002 0.001 0.036
C 0.1949 3.3320 -2.9200 0.012 -0.047 -0.023
C -0.1601 2.4625 -1.9019 0.066 0.114 -0.058
N 0.1435 1.1639 -1.9402 -0.160 -0.177 0.108
C 0.8029 -3.2599 -0.2224 0.104 -0.114 0.026
C 1.0437 -4.5771 0.1360 0.011 0.015 0.066
C 0.5564 -5.0427 1.3457 0.000 0.021 -0.011
C -0.1519 -4.1785 2.1668 0.053 0.007 -0.025
C -0.3393 -2.8756 1.7463 0.076 -0.041 0.152
N 0.1373 -2.4317 0.5799 -0.333 0.137 0.003
H 2.1316 -3.2297 -1.9012 0.001 0.012 -0.024
H 0.4108 -3.0898 -2.2698 0.028 0.055 -0.019
H 2.9701 -0.0637 -1.9043 -0.003 -0.026 -0.028
H 3.3036 -1.6025 -1.1308 0.012 0.003 -0.072
H 4.7047 0.0045 0.2468 -0.007 -0.005 -0.008
H 4.7140 1.1092 2.4722 0.001 -0.002 -0.005
H 2.5192 1.5324 3.6086 -0.007 -0.003 0.001
H 0.4451 0.8475 2.4496 0.024 0.021 -0.001
H 0.0692 -1.2790 -3.3619 0.047 -0.063 0.008
H 1.7883 -1.0841 -3.7220 -0.006 0.005 -0.009
H 1.7145 1.0561 -4.8972 0.003 -0.025 0.019
H 1.1889 3.4877 -4.8185 -0.020 -0.002 -0.010
H -0.0751 4.3760 -2.8535 0.008 0.001 0.022
H -0.7089 2.7988 -1.0357 0.010 -0.004 -0.001
H 1.5841 -5.2321 -0.5345 0.028 0.024 -0.001
H 0.7244 -6.0693 1.6425 -0.008 -0.003 -0.006
H -0.5546 -4.5063 3.1140 -0.006 0.020 0.005
H -0.8824 -2.1556 2.3458 0.001 -0.015 -0.033
I -3.1617 5.7276 5.7250 0.063 -0.212 -0.178
C -2.7037 4.1905 4.3688 -0.058 0.268 0.234
C -3.5087 3.0635 4.3163 -0.028 -0.048 -0.017
C -3.2035 2.0504 3.4203 0.066 -0.179 0.054
C -2.1162 2.1811 2.5689 0.068 -0.037 -0.172
C -1.3177 3.3214 2.6254 -0.093 -0.002 -0.008
C -1.6001 4.3234 3.5379 0.009 -0.006 0.002
C -1.7853 1.1485 1.5413 -0.253 0.388 0.149
O -1.6343 -0.0663 1.8373 0.191 -0.441 -0.362
O -1.5938 1.5413 0.3564 0.447 -0.430 -0.130
H -4.3684 2.9745 4.9654 0.008 -0.005 0.003
H -3.8121 1.1560 3.3786 -0.028 0.025 0.002
H -0.4735 3.4229 1.9544 -0.026 0.015 -0.027
H -0.9773 5.2054 3.5942 0.000 -0.005 -0.006
Cl -2.4300 -1.6289 -4.7829 -0.036 -0.009 -0.013
C -3.2363 -2.1342 -3.2730 0.173 -0.058 0.082
Cl -3.3666 -3.8861 -3.1894 -0.043 0.050 0.019
C -2.3977 -1.5483 -2.1306 -0.203 -0.092 -0.257
O -2.3972 -0.3074 -1.9929 0.218 0.168 0.318
O -1.6937 -2.3032 -1.4155 0.272 0.267 0.205
H -4.2352 -1.7131 -3.2767 0.017 0.074 0.000
```
Forces are in eV/Å.